# 1
A single C2H7N3S molecule. Source: the Open Molecules 2025 dataset; level of theory: ωB97M-V/def2-TZVPD.

SMILES: [H]/N=C(\CS)NN
Energy above the lowest of the compared OMol25 structures with the same formula, charge and spin, eV: 2.5950
Maximum force, eV/A: 4.126
Orbital gap, eV: 9.61
Highest occupied orbital energy, eV: -8.901

Each line ends with the Mulliken charge.
Element x y z (Å)
C -0.04 -0.06 -0.19  0.67
C -0.37 1.20 0.47  -0.79
H 0.91 -1.85 -1.44  0.37
H 1.40 -2.35 -0.04  0.24
H 1.99 0.21 0.45  0.29
H -1.62 -0.79 -1.45  0.21
H -0.02 1.25 1.50  0.40
H 0.40 2.08 0.15  0.29
H -2.69 1.36 1.58  0.14
N 1.67 -1.58 -0.57  -0.84
N 1.19 -0.43 0.13  -0.03
N -0.66 -0.89 -0.98  -0.74
S -2.16 1.85 0.38  -0.22



# 2
A molecular structure, C29H30Cl3F3GeN10O6PSbScTe. Source: the Open Molecules 2025 dataset; level of theory: ωB97M-V/def2-TZVPD.

Spin multiplicity: 2
Energy above the lowest of the compared OMol25 structures with the same formula, charge and spin, eV: 0.3192
Maximum force, eV/A: 0.389
Orbital gap (alpha / beta), eV: 6.61 / 6.55
Charge: -2
Highest occupied orbital energy (alpha / beta), eV: -2.949 / -3.371
<S²>: 0.758

Each line ends with the Mulliken spin population.
Element x y z (Å)
Sc -1.39 -0.05 1.56  -0.02
C -2.62 3.77 -1.60  0.00
C -2.74 2.30 -1.20  0.01
C -3.76 1.57 -2.06  0.00
O -1.51 1.64 -1.43  0.07
C -3.22 2.21 0.26  0.01
O -4.09 2.96 0.66  0.00
O -2.67 1.29 1.00  -0.01
H -2.30 3.82 -2.64  0.00
H -1.86 4.27 -0.98  0.00
H -3.57 4.28 -1.47  0.00
H -3.47 1.65 -3.11  0.00
H -4.75 2.01 -1.92  0.00
H -3.78 0.51 -1.79  0.00
H -0.81 2.03 -0.88  0.00
N 1.94 -0.48 2.79  0.00
C 1.58 -1.23 1.72  -0.01
N 2.39 -1.42 0.64  0.01
N 1.78 -2.30 -0.10  0.04
N 0.67 -2.63 0.51  -0.01
N 0.46 -1.94 1.65  0.01
C 1.03 -0.09 3.77  0.00
N 1.40 0.28 4.98  0.00
N 0.24 0.63 5.58  0.00
N -0.75 0.44 4.78  0.00
N -0.29 -0.01 3.60  0.00
H 2.74 0.12 2.65  0.00
Cl -4.97 -0.71 5.65  0.00
Ge -4.12 0.49 3.93  0.00
Cl -3.05 -1.55 2.82  0.00
Cl -5.99 0.46 2.67  0.00
C -1.83 4.94 3.42  0.00
C -1.57 3.57 2.84  0.00
O -0.72 3.72 1.67  0.00
P 0.57 2.79 1.46  -0.01
O 0.14 1.35 1.19  0.02
Te 1.93 3.76 -0.20  0.00
O 1.26 2.72 2.90  0.00
C 1.92 3.87 3.46  0.00
C 2.28 3.55 4.89  0.00
H -2.50 4.86 4.27  0.00
H -2.30 5.58 2.67  0.00
H -0.90 5.42 3.75  0.00
H -2.50 3.12 2.50  0.00
H -1.10 2.91 3.56  0.00
H 1.25 4.73 3.40  0.00
H 2.80 4.09 2.85  0.00
H 1.39 3.27 5.46  0.00
H 2.74 4.42 5.36  0.00
H 2.97 2.71 4.94  0.00
F -0.22 -5.01 -6.66  0.00
C 0.09 -4.02 -5.78  0.04
C -0.85 -3.64 -4.84  -0.02
C -0.52 -2.64 -3.95  -0.01
C 0.74 -2.01 -3.98  0.01
C 1.65 -2.43 -4.95  0.01
C 1.33 -3.44 -5.86  -0.01
Sb 0.97 -0.36 -2.64  0.87
C -0.13 -3.73 0.09  -0.03
C -1.21 -4.11 0.87  0.00
C -2.00 -5.17 0.45  0.00
C -1.68 -5.81 -0.72  0.00
F -2.46 -6.84 -1.13  0.00
C -0.61 -5.44 -1.50  0.01
C 0.19 -4.39 -1.08  0.02
C 3.12 -0.31 -2.68  -0.02
C 3.76 0.93 -2.58  -0.02
C 5.14 1.03 -2.49  0.00
C 5.88 -0.13 -2.51  0.03
F 7.23 -0.05 -2.43  0.00
C 5.30 -1.38 -2.58  0.00
C 3.91 -1.46 -2.66  0.04
H -1.82 -4.13 -4.82  0.00
H -1.25 -2.33 -3.20  0.00
H 2.62 -1.96 -5.01  0.00
H 2.04 -3.76 -6.62  0.00
H -1.46 -3.56 1.77  0.00
H -2.87 -5.47 1.02  0.00
H -0.40 -5.97 -2.42  0.00
H 1.03 -4.07 -1.68  -0.01
H 3.17 1.84 -2.54  -0.01
H 5.63 1.99 -2.39  0.00
H 5.92 -2.27 -2.57  0.00
H 3.45 -2.44 -2.69  0.00
N -2.14 -1.89 -1.31  0.01
C -1.89 -1.28 -0.36  -0.02



# 3
A molecular structure, C34H80F6Na3O22S2. Source: the Open Molecules 2025 dataset; level of theory: ωB97M-V/def2-TZVPD.

Maximum force, eV/A: 2.221
Orbital gap, eV: 8.07
Charge: +1
Highest occupied orbital energy, eV: -11.025

Each line ends with the Mulliken charge.
Element x y z (Å)
Na 15.43 2.70 8.80  0.64
Na 10.33 1.24 11.33  0.50
Na 14.60 4.22 13.62  0.93
C 11.71 5.84 10.07  0.35
F 12.61 6.80 10.14  -0.19
F 10.72 6.16 10.87  -0.19
F 11.23 5.71 8.85  -0.19
S 12.41 4.18 10.59  1.13
O 12.87 4.36 11.95  -0.83
O 11.26 3.29 10.48  -0.85
O 13.50 3.90 9.65  -0.70
C 14.83 -0.81 12.03  -0.26
F 15.90 -0.65 12.82  0.17
F 15.22 -1.32 10.85  -0.34
F 14.02 -1.72 12.58  -0.15
S 13.99 0.83 11.84  0.40
O 12.63 0.47 11.52  0.18
O 14.21 1.56 13.10  0.05
O 14.66 1.54 10.79  0.14
C 9.89 0.77 7.69  -1.08
O 9.78 0.20 8.98  0.46
C 9.75 -1.23 8.94  -0.99
C 10.39 -1.82 10.21  3.02
O 9.99 -1.16 11.41  -0.06
C 8.66 -1.46 11.77  -0.73
H 10.91 0.77 7.32  0.15
H 9.52 1.79 7.75  0.28
H 9.26 0.25 6.95  0.42
H 10.36 -1.64 8.13  0.40
H 8.68 -1.47 8.90  0.45
H 11.47 -1.73 10.11  -2.75
H 10.14 -2.88 10.32  -0.51
H 7.99 -0.86 11.13  0.17
H 8.35 -1.14 12.77  0.29
H 8.42 -2.52 11.68  0.15
C 9.93 -5.34 10.56  -0.94
O 10.77 -4.70 11.50  0.09
C 10.63 -5.26 12.80  -0.82
C 11.78 -4.90 13.70  -0.40
O 12.94 -5.40 13.10  -0.32
C 14.17 -5.26 13.75  -0.47
H 10.28 -6.36 10.39  0.29
H 10.05 -4.85 9.59  0.07
H 8.88 -5.31 10.84  0.41
H 10.46 -6.34 12.84  0.40
H 9.68 -4.84 13.14  0.39
H 11.53 -5.24 14.71  0.45
H 11.86 -3.80 13.74  0.17
H 14.48 -4.20 13.72  -0.07
H 14.88 -5.87 13.20  0.33
H 14.08 -5.52 14.81  0.38
C 13.17 -3.11 9.61  -0.68
O 12.96 -2.53 8.35  0.72
C 13.75 -3.02 7.28  -0.68
C 12.97 -4.03 6.45  -0.80
O 11.98 -3.35 5.70  -0.37
C 10.75 -4.07 5.63  -0.51
H 12.57 -2.52 10.29  0.29
H 14.21 -3.10 9.97  0.29
H 12.86 -4.16 9.68  0.17
H 14.68 -3.41 7.71  0.41
H 13.99 -2.21 6.59  0.17
H 12.60 -4.83 7.10  0.40
H 13.61 -4.44 5.66  0.46
H 10.03 -3.55 5.00  0.24
H 10.32 -4.15 6.63  0.08
H 10.97 -5.03 5.16  0.35
C 16.96 3.29 5.65  -0.66
O 15.85 2.88 6.40  -0.11
C 14.79 2.24 5.72  -0.92
C 13.77 1.68 6.71  0.00
O 14.53 0.77 7.51  -0.73
C 13.66 -0.11 8.22  -0.13
H 17.22 2.55 4.90  0.36
H 17.79 3.45 6.34  0.02
H 16.78 4.24 5.13  0.27
H 15.15 1.43 5.08  0.45
H 14.29 3.02 5.12  0.39
H 12.95 1.18 6.20  0.51
H 13.31 2.51 7.26  -0.01
H 14.26 -0.90 8.67  0.17
H 12.94 -0.54 7.52  0.48
H 13.16 0.39 9.05  -0.22
C 11.38 2.47 14.28  -0.59
O 10.20 2.08 13.61  -0.22
C 9.33 3.17 13.45  -0.38
C 8.01 2.78 12.86  -0.74
O 8.30 2.14 11.62  0.09
C 7.11 2.01 10.84  -0.96
H 11.06 2.90 15.24  0.50
H 12.03 3.17 13.74  0.08
H 11.97 1.60 14.54  0.17
H 9.75 3.97 12.82  0.09
H 9.15 3.76 14.36  0.55
H 7.38 3.68 12.80  0.42
H 7.47 2.07 13.50  0.33
H 7.40 1.57 9.88  0.17
H 6.64 2.98 10.70  0.35
H 6.46 1.22 11.24  0.33
C 15.77 1.50 15.65  0.00
O 16.53 1.92 16.76  -0.36
C 16.48 0.95 17.78  -0.24
C 17.34 1.37 18.97  -0.71
O 16.75 2.56 19.46  -0.25
C 17.02 2.80 20.83  -0.79
H 14.68 1.56 15.75  0.36
H 16.00 0.53 15.22  -0.08
H 16.01 2.26 14.89  -0.18
H 16.83 -0.05 17.47  0.26
H 15.46 0.86 18.17  0.27
H 18.36 1.60 18.63  0.31
H 17.46 0.55 19.68  0.43
H 16.72 1.90 21.38  0.33
H 16.34 3.58 21.17  0.25
H 18.05 3.07 21.06  0.29
C 21.87 -1.87 13.93  -0.65
O 21.14 -2.93 13.36  -0.35
C 20.10 -2.58 12.49  -0.65
C 18.79 -2.23 13.19  0.37
O 18.40 -3.09 14.21  -0.45
C 17.05 -3.03 14.58  -0.11
H 22.54 -2.32 14.67  0.24
H 21.17 -1.21 14.46  0.28
H 22.54 -1.41 13.20  0.28
H 19.90 -3.48 11.91  0.35
H 20.32 -1.83 11.72  0.30
H 18.02 -2.12 12.41  -0.12
H 18.85 -1.20 13.60  0.19
H 16.73 -3.84 15.23  0.38
H 16.40 -3.20 13.71  -0.08
H 16.90 -2.04 15.03  0.05
C 17.86 1.21 10.91  -0.60
O 17.91 2.10 9.81  -0.13
C 18.65 3.29 10.09  -0.49
C 18.36 4.48 9.13  -0.72
O 17.00 4.83 8.95  -0.26
C 16.31 5.20 10.11  -0.62
H 17.44 1.75 11.77  0.18
H 18.83 0.84 11.26  0.43
H 17.20 0.40 10.61  0.05
H 19.70 3.00 10.03  0.44
H 18.45 3.63 11.11  0.33
H 18.88 4.15 8.23  0.25
H 18.81 5.43 9.46  0.42
H 15.98 4.35 10.73  0.03
H 15.47 5.80 9.77  0.20
H 16.95 5.78 10.80  0.53



# 4
6 unconnected molecules or ions with the total composition C5H21NO7. Source: the Open Molecules 2025 dataset; level of theory: ωB97M-V/def2-TZVPD.

Spin multiplicity: 2
Energy above the lowest of the compared OMol25 structures with the same formula, charge and spin, eV: 0.5229
Maximum force, eV/A: 3.009
Orbital gap (alpha / beta), eV: 11.02 / 5.80
Charge: +1
Highest occupied orbital energy (alpha / beta), eV: -14.530 / -14.531
<S²>: 0.764

Each line ends with the Mulliken spin population.
Element x y z (Å)
C 2.13 0.99 0.36  -0.11
N 0.94 0.29 0.04  0.59
C 0.89 -0.28 -1.34  -0.01
C -0.23 1.19 1.92  0.00
C -0.29 0.21 0.77  0.02
C -0.71 -1.25 1.28  0.14
O -1.54 -1.90 0.36  0.04
O 3.04 1.05 -0.43  0.22
H 2.27 1.47 1.34  -0.01
H -0.14 -0.13 -1.73  0.00
H 1.19 -1.36 -1.30  0.04
H 1.73 0.25 -1.79  0.02
H -1.25 1.37 2.32  0.00
H 0.10 2.23 1.71  0.00
H 0.43 0.90 2.76  0.00
H -1.14 0.23 0.03  0.04
H 0.15 -1.87 1.50  -0.01
H -1.33 -1.15 2.17  0.01
H -2.45 -1.54 0.45  0.00
H -1.74 1.60 -3.86  0.00
H -2.46 2.48 -2.99  0.00
O -2.27 1.54 -3.05  0.00
H 0.04 -3.54 0.61  0.00
H 1.54 -3.39 1.14  0.00
O 0.87 -4.01 0.72  0.00
H 0.88 3.68 -1.28  0.00
H -0.23 3.16 -0.41  0.00
O 0.52 3.81 -0.37  0.00
H 1.95 -1.03 1.59  0.01
H 3.13 -1.94 1.04  0.00
O 2.70 -1.57 1.82  0.01
H -2.99 0.19 -2.13  0.00
H -2.47 -1.07 -1.54  0.00
O -3.30 -0.61 -1.68  0.01